72
Properties=species:S:1:pos:R:3 method="wB97M-V/def2-TZVPD" total_charge=+1 homo_energy_ha="-0.38528 / -0.38524" gap_ev="4.988 / 4.798" multiplicity=2
H -1.1941 2.5851 1.0948
N -1.5194 -3.3629 -0.2556
H 1.8970 -3.1418 2.5309
H 1.7198 0.0591 -4.2915
C -0.0322 4.3256 0.6476
H 1.8037 -3.3479 0.7707
O 1.2818 -1.6696 -1.0358
C 2.3344 3.9869 0.4812
H -3.0874 -2.8879 -4.6535
Ge 0.4368 0.2294 1.4680
Pt -1.3554 -0.3436 -0.1198
C -0.1961 2.9862 0.9448
O -1.8268 2.4540 -1.6959
Ge 2.8745 -1.0794 1.2898
H -2.6670 2.1370 -1.3100
C 0.9049 0.1899 -2.3375
H -4.3096 -1.3382 -6.1188
H -0.7474 -5.1588 1.2576
H 0.4205 -1.7371 6.2729
C -2.3768 -2.5225 -2.1697
H -2.2861 -3.5306 -2.5759
H -4.4197 1.5689 -2.9895
C -3.3715 -1.9108 -4.2917
C 2.1661 2.6490 0.8010
H 4.8394 -0.8195 2.8954
C 2.4220 -3.0002 1.5907
C -0.0223 -1.0422 5.5745
H -1.1691 -4.3652 2.7414
H 3.3467 -3.5722 1.6097
N -1.0171 1.3394 -1.7229
O -3.2980 0.0854 -1.2449
H 3.0298 1.9980 0.8584
H 1.4775 -1.3726 4.0922
H 5.0367 -0.9533 -0.0439
C 0.4335 2.5145 -3.3009
C -1.2018 -0.3930 5.8949
C 0.5678 -0.8392 4.3359
N -1.9471 -2.3424 -0.9546
H 1.3668 5.8740 0.1762
H 2.5332 -0.9528 -3.0833
H 1.2478 3.0713 -2.8354
C -1.4880 -3.2798 1.0526
C -4.4109 0.2243 -4.6415
H 3.3236 4.3710 0.2793
H -4.9459 0.9010 -5.2921
C -3.0316 -1.5623 -2.9706
C 0.0483 1.3531 -2.4431
H -1.6743 -0.5649 6.8504
N -0.9930 -4.3135 1.7504
C -1.1828 0.6845 3.7571
S -2.1131 -1.9241 1.9191
C 1.2368 4.8284 0.4123
H 4.1170 0.7677 2.6489
C -1.7784 0.4760 4.9863
C 2.0737 0.0151 -3.2627
H 0.7652 2.1819 -4.2806
H 2.8175 0.7973 -3.1217
H 3.7044 -1.4394 -1.1082
H -0.8957 4.9702 0.5842
C 3.8972 -0.2796 2.8312
C -4.0489 -1.0493 -5.1132
C 4.0042 -0.7571 -0.3225
H -2.7121 0.9675 5.2153
C 0.9025 2.1388 1.0548
C -3.4471 -0.2721 -2.4517
H 3.9211 0.2662 -0.6775
C -4.1118 0.6046 -3.3668
H -1.6528 1.3459 3.0403
H -0.4171 3.1831 -3.4163
H 3.3868 -0.3625 3.7838
C -0.0027 0.0290 3.4223
N 0.6123 -0.6709 -1.4173

72
Properties=species:S:1:pos:R:3 method="wB97M-V/def2-TZVPD" total_charge=-1 homo_energy_ha=-0.10102 gap_ev=4.986
C -1.1134 -1.4858 3.0405
N -1.5333 2.3158 2.0619
H 3.6079 2.6844 -1.1631
C -3.7037 4.2936 5.7021
H -0.4940 -4.7277 1.7885
O -3.6460 -0.9610 0.8347
H 2.5052 2.6801 -5.1495
H 0.3613 3.0928 -3.9378
C -3.3666 3.3150 3.1579
C 2.2579 0.9896 -1.2306
H 1.3725 1.3438 -5.3885
H 3.0250 -0.9743 -2.9490
H 1.8251 -6.3445 -2.8162
C 1.2493 -4.3867 -2.1081
H -5.6956 4.7851 5.0814
O -3.4705 2.5774 0.8367
C 2.9907 2.1597 -1.8994
C 1.9610 3.1319 -2.4870
H 1.6848 -0.8371 -4.0942
H 1.9856 -2.6637 -3.0823
C 0.3809 1.2249 -2.8419
C -1.0848 -4.6372 0.8700
C -4.5909 3.8533 3.4879
H -2.4356 -2.7197 3.8642
C 2.0063 -5.2935 -3.0501
O -0.1118 2.2995 3.8913
H -0.8029 -2.9114 4.4418
C -0.1430 -2.7208 -0.4230
H 3.0836 -5.1135 -2.9899
K -1.8959 0.5554 0.2355
C 1.0971 2.3986 -3.5202
H 2.4669 3.9876 -2.9512
H -0.2701 1.5946 -2.0432
H 3.6399 0.4818 -4.8443
N -1.8665 -0.9772 2.0710
H 4.4164 2.4420 -3.5121
C -0.2495 -4.0787 -0.2595
H -5.3968 3.8896 2.7635
H 0.5341 0.8261 2.6051
C -2.3311 3.2589 4.0678
N -3.1277 -1.4009 1.8588
C 0.6488 -2.0729 -1.4403
N 0.5808 -0.7406 -1.4489
C 2.2788 -0.2884 -3.3568
H -0.6647 -2.0440 0.2383
O -3.7240 -2.1568 2.6398
H -1.6498 3.6837 6.0567
N 0.6144 -0.0952 2.1720
H 0.3667 -6.0243 -1.0058
C 1.3619 -3.0083 -2.2718
C 3.8785 1.6197 -3.0246
C -2.8279 2.7046 1.8762
H 2.9783 0.2834 -0.7989
C 1.3597 0.2052 -2.2166
C 1.9881 1.8570 -4.6412
C -2.4708 3.7375 5.3514
H -1.9431 -3.9935 1.0873
H 0.6393 -1.1899 3.9487
H 4.6285 0.9359 -2.6111
H -1.4632 -5.6327 0.6272
H -0.2526 0.6906 -3.5583
C -1.1755 2.5875 3.3481
H 1.7063 -5.1207 -4.0875
H -3.8521 4.6878 6.7003
C 0.4510 -4.9456 -1.1137
H 1.6199 1.3468 -0.4143
N 0.1581 -1.0674 3.0719
C -4.7484 4.3506 4.7834
H 1.5651 -0.3061 1.9104
C 3.0066 0.8801 -4.0457
N -1.5044 -2.3526 3.9894
H 1.3239 3.5210 -1.6851

66
Properties=species:S:1:pos:R:3 method="wB97M-V/def2-TZVPD" homo_energy_ha=-0.29235 smiles="CN1C(=O)[C@@H](Cc2ccccc2)N(/C=C/[C@@H](c2ccccc2)[N@H+]2CCC[C@@H]2C(=O)[O-])C1(C)C" gap_ev=8.265
H 1.3817 4.3610 -3.5884
O -1.2775 2.4865 0.4097
H -3.4115 -1.3653 6.9997
H -3.9042 -2.8434 -1.0152
H -4.4533 -3.0568 0.6663
C -2.8124 -1.3825 1.5598
H 1.1988 2.7675 -4.3314
N -2.5908 -2.1641 0.4645
H 1.1900 -1.2849 -1.3351
C 2.2984 0.6187 -1.0492
H 2.9816 3.5437 -2.0815
H -0.9649 -3.9337 -0.9465
H -4.3386 0.9587 6.9607
H 1.7925 -1.0036 -3.2289
C 0.4652 -0.2843 0.4162
H 2.8767 0.7925 -0.1199
H 3.0356 2.1241 -3.1450
H 4.9467 1.1760 -1.2661
H -0.2584 1.1503 -1.6105
H 0.5284 -3.0139 -0.6126
H -0.4421 -3.6547 0.7390
C 3.7853 -1.3154 -4.0114
H -0.6531 -1.1113 -2.1246
C -3.2018 1.5436 5.2162
C -0.1005 2.6438 0.0096
C 1.2190 -0.3868 -0.7175
H 3.4385 -2.0147 -4.7724
C -1.3285 -1.9291 -0.2296
O 0.8972 3.1399 0.6329
N -0.7193 -0.9171 0.6448
C -0.9263 -0.6413 3.1050
H 5.8602 -1.4208 -4.6025
C -2.1760 -1.0577 5.2601
C 1.2236 3.2976 -3.3711
H -2.2760 -0.5615 -1.6169
C -0.4880 -3.2170 -0.2673
H -0.8612 2.6120 -3.2090
H -1.7520 -2.0657 5.2630
H 0.0084 -0.0609 3.0968
C -2.3014 1.1336 4.2271
C 2.3792 2.7481 -2.5423
C -1.5872 -1.4174 -1.6462
H -2.0398 -2.2231 -2.2377
H -0.4497 4.0112 -2.2037
H -0.6748 -1.7063 3.2309
H 1.9206 2.5637 -0.5256
C 0.2490 2.1062 -1.4358
C -3.0971 -0.6575 6.2307
C -3.6147 0.6446 6.2072
C 4.6279 0.4844 -2.0507
C 2.8535 -0.7569 -3.1282
C -0.0718 3.0567 -2.5866
C -1.5893 -0.4817 1.7332
C -3.5887 -3.0981 0.0018
H -3.5811 2.5662 5.1985
H -1.8975 0.5710 1.5710
C -1.8210 -0.1798 4.2300
C 5.5372 -0.0034 -2.9927
C 5.1319 -0.9574 -3.9351
H -3.1877 -4.1173 -0.0033
H -1.9795 1.8122 3.4311
H 6.5628 0.3643 -2.9779
C 3.2816 0.1017 -2.1073
O -3.8109 -1.4081 2.2742
H 0.8000 0.3615 1.2340
N 1.7569 1.9521 -1.3886